(1)
{
  "formula": "C24H36N5O4Rh",
  "method": "the ωB97M-V functional and the def2-TZVPD basis",
  "e_tot_ha": -1621.465378,
  "charge": 0,
  "homo_energy_ev": [-7.75, -7.75],
  "max_force_ev_per_a": 0.44,
  "species": ["Rh", "C", "C", "N", "C", "C", "N", "C", "O", "O", "C", "O", "O", "H", "H", "H", "H", "H", "C", "C", "N", "C", "C", "C", "C", "N", "H", "H", "H", "H", "H", "H", "H", "H", "H", "H", "H", "H", "H", "H", "C", "C", "C", "C", "C", "C", "C", "C", "C", "C", "C", "C", "N", "H", "H", "H", "H", "H", "H", "H", "H", "H", "H", "H", "H", "H", "H", "H", "H", "H"],
  "coordinates": [[-0.27684, -1.07866, -0.17987], [2.60129, 1.30851, -0.83605], [1.56050, 0.96618, -1.83586], [0.55805, 0.12703, -1.65755], [-0.13338, 0.04389, -2.84021], [0.45348, 0.86215, -3.75432], [1.52033, 1.42905, -3.10472], [0.17226, 1.21410, -5.16744], [-0.87788, 0.64593, -5.71188], [0.89547, 2.00112, -5.73430], [-1.29103, -0.89164, -2.93140], [-1.92688, -0.94608, -3.99481], [-1.49926, -1.57126, -1.88443], [2.37569, 0.79074, 0.09115], [2.64199, 2.38254, -0.65008], [3.58432, 0.98003, -1.17778], [2.14889, 2.07829, -3.55355], [-1.35918, 0.03435, -5.06073], [-2.54643, 2.79606, 2.22821], [-2.85941, 2.97915, 0.74536], [-3.64789, 1.89907, 0.16588], [-5.06392, 2.16578, -0.06894], [-5.91712, 2.07330, 1.18891], [-3.07762, 0.69391, -0.09908], [-3.96104, -0.41325, -0.59258], [-1.81277, 0.46860, 0.05671], [-1.90902, 3.60897, 2.57871], [-2.03059, 1.85592, 2.42102], [-3.46110, 2.80000, 2.82013], [-1.93679, 3.10297, 0.16814], [-3.42682, 3.89844, 0.60180], [-5.43252, 1.48269, -0.82880], [-5.14062, 3.16704, -0.49853], [-5.82643, 1.08837, 1.64897], [-6.96672, 2.24426, 0.94694], [-5.61859, 2.81995, 1.92548], [-4.26052, -0.23540, -1.62737], [-4.86080, -0.49501, 0.01629], [-3.40830, -1.34469, -0.57518], [-1.30578, 1.26895, 0.41439], [0.98006, 1.11096, 2.59110], [1.74186, -0.07320, 3.18910], [0.79268, -1.06477, 3.86541], [2.72098, -0.74988, 2.23938], [4.07437, -0.59349, 2.50746], [5.04274, -1.21954, 1.73882], [4.65012, -2.05582, 0.70983], [3.30990, -2.25728, 0.38932], [3.00834, -3.26196, -0.71233], [1.98928, -4.32922, -0.31440], [2.63619, -2.61279, -2.04606], [2.34069, -1.55412, 1.13404], [0.98789, -1.67497, 0.83634], [0.41126, 1.61650, 3.37519], [0.28453, 0.78110, 1.82068], [1.66531, 1.84070, 2.15535], [2.36944, 0.34663, 3.98095], [0.09522, -1.50041, 3.15058], [0.21814, -0.55567, 4.64243], [1.35102, -1.87638, 4.33379], [4.37118, 0.02637, 3.34566], [6.09303, -1.08355, 1.96179], [5.40168, -2.58677, 0.13713], [3.95703, -3.78335, -0.86997], [0.98437, -3.91774, -0.22235], [2.25660, -4.79027, 0.63792], [1.96721, -5.11082, -1.07604], [1.66920, -2.12097, -1.97483], [2.56656, -3.37189, -2.82756], [3.38613, -1.87877, -2.35136]]
}

(2)
{
  "formula": "C24H36O18",
  "method": "the ωB97M-V functional and the def2-TZVPD basis",
  "e_tot_ha": -2290.490293,
  "charge": 0,
  "homo_energy_ev": -10.17,
  "max_force_ev_per_a": 2.52,
  "species": ["C", "C", "C", "O", "C", "O", "O", "H", "H", "H", "H", "H", "H", "C", "C", "C", "O", "C", "O", "O", "H", "H", "H", "H", "H", "H", "C", "C", "C", "O", "C", "O", "O", "H", "H", "H", "H", "H", "H", "C", "C", "C", "O", "C", "O", "O", "H", "H", "H", "H", "H", "H", "C", "C", "C", "O", "C", "O", "O", "H", "H", "H", "H", "H", "H", "C", "C", "C", "O", "C", "O", "O", "H", "H", "H", "H", "H", "H"],
  "coordinates": [[0.52610, 4.28759, -4.35710], [-0.47059, 3.19624, -4.88132], [-1.87001, 3.24881, -4.23389], [-2.74478, 3.36021, -5.36906], [-2.05258, 3.44274, -6.49409], [-2.48251, 3.51877, -7.60600], [-0.71804, 3.47599, -6.23635], [-0.10926, 5.16740, -4.24532], [1.27111, 4.44610, -5.12894], [0.87988, 3.95483, -3.38294], [0.01366, 2.23451, -4.70244], [-2.06652, 4.00962, -3.48253], [-2.04187, 2.26903, -3.79092], [-8.45680, -4.10238, -0.56592], [-7.61174, -3.20683, 0.33035], [-6.79815, -3.84222, 1.45682], [-5.45404, -3.62356, 1.01419], [-5.44570, -2.78255, -0.02417], [-4.43486, -2.35732, -0.50677], [-6.66807, -2.46705, -0.45070], [-7.93894, -4.59146, -1.38845], [-9.22649, -3.49786, -1.05973], [-9.11466, -4.73863, 0.03287], [-8.33635, -2.48618, 0.72306], [-7.05141, -4.90400, 1.47145], [-7.05271, -3.44624, 2.43740], [2.56675, 1.89696, 3.69854], [3.17686, 3.18907, 4.22249], [4.62503, 3.07904, 4.81510], [5.26879, 4.19127, 4.24902], [4.55643, 4.73080, 3.26689], [4.95351, 5.63010, 2.58529], [3.36389, 4.12147, 3.15007], [2.99709, 1.61507, 2.73550], [1.51675, 2.10703, 3.49655], [2.71657, 1.07154, 4.39198], [2.50908, 3.64422, 4.95674], [4.99758, 2.08610, 4.54864], [4.65233, 3.16078, 5.89976], [3.20857, -0.29714, -4.36961], [2.68181, 1.01734, -3.84472], [3.49128, 1.49348, -2.60639], [4.04952, 2.73726, -2.99812], [3.73777, 3.02944, -4.25852], [4.19709, 3.94325, -4.86219], [2.93336, 2.06757, -4.76514], [4.27735, -0.42540, -4.54065], [2.66884, -0.59953, -5.27079], [2.95925, -1.10588, -3.67081], [1.63081, 0.90848, -3.57605], [4.30477, 0.77800, -2.48330], [2.89677, 1.57265, -1.70043], [0.51833, -1.03105, 1.51746], [-0.37834, -1.08467, 0.26940], [-1.67549, -0.29184, 0.50814], [-1.61006, 0.74983, -0.49392], [-0.54838, 0.62342, -1.27997], [-0.37440, 1.26726, -2.26401], [0.24794, -0.39993, -0.81856], [0.95295, -0.05418, 1.70697], [1.29785, -1.73592, 1.21301], [-0.05140, -1.42611, 2.35745], [-0.56617, -2.09853, -0.07772], [-1.75792, 0.20654, 1.46856], [-2.56129, -0.84577, 0.19643], [1.64033, -4.74956, 2.69980], [1.54964, -4.35747, 4.15109], [2.60498, -3.38821, 4.71867], [1.79708, -2.35616, 5.30311], [0.48650, -2.66313, 5.21006], [-0.42771, -2.01920, 5.62381], [0.31952, -3.72162, 4.40311], [1.18469, -5.73154, 2.55710], [2.65673, -4.94008, 2.34154], [1.19739, -4.04373, 1.99985], [1.56614, -5.27985, 4.74304], [3.17838, -2.93470, 3.90938], [3.27021, -3.90235, 5.40685]]
}

(3)
{
  "formula": "C24H36O18",
  "method": "the ωB97M-V functional and the def2-TZVPD basis",
  "e_tot_ha": -2290.479022,
  "charge": 0,
  "homo_energy_ev": -10.33,
  "max_force_ev_per_a": 3.49,
  "species": ["C", "C", "C", "O", "C", "O", "O", "H", "H", "H", "H", "H", "H", "C", "C", "C", "O", "C", "O", "O", "H", "H", "H", "H", "H", "H", "C", "C", "C", "O", "C", "O", "O", "H", "H", "H", "H", "H", "H", "C", "C", "C", "O", "C", "O", "O", "H", "H", "H", "H", "H", "H", "C", "C", "C", "O", "C", "O", "O", "H", "H", "H", "H", "H", "H", "C", "C", "C", "O", "C", "O", "O", "H", "H", "H", "H", "H", "H"],
  "coordinates": [[-7.53223, -11.93930, 21.04823], [-6.79446, -12.92228, 20.21478], [-6.84647, -12.65560, 18.71014], [-5.56646, -13.18882, 18.36678], [-4.71178, -13.03352, 19.41507], [-3.51878, -13.06856, 19.25288], [-5.38701, -12.85467, 20.57206], [-8.51602, -11.88862, 20.53684], [-7.11802, -10.90603, 21.01478], [-7.67697, -12.24409, 22.09358], [-7.13967, -13.97268, 20.57226], [-6.79466, -11.57394, 18.57700], [-7.55839, -13.05370, 18.05529], [-9.20989, -9.27541, 14.33389], [-8.39153, -8.38147, 13.46198], [-9.13867, -7.74932, 12.25900], [-8.65356, -6.41432, 12.20624], [-8.12665, -6.07693, 13.42736], [-7.65375, -4.97365, 13.64529], [-8.04545, -7.14150, 14.23431], [-8.53063, -9.62211, 15.12928], [-9.52788, -10.23649, 13.88515], [-10.06151, -8.75489, 14.83502], [-7.53577, -9.01632, 13.14684], [-10.15887, -7.77597, 12.54280], [-8.89309, -8.21264, 11.30441], [-5.28391, -5.94566, 16.30998], [-5.75173, -5.97540, 17.71806], [-7.28434, -5.82540, 17.77664], [-7.72724, -7.05958, 18.35116], [-6.66909, -7.83384, 18.61606], [-6.73226, -8.94909, 18.95935], [-5.52517, -7.25290, 18.32472], [-5.16658, -4.99359, 15.81184], [-5.84173, -6.58019, 15.61526], [-4.26925, -6.37903, 16.32919], [-5.21916, -5.29535, 18.38293], [-7.70875, -5.69605, 16.77047], [-7.61066, -5.04101, 18.42801], [-4.73591, -2.97453, 10.79241], [-5.27824, -3.98291, 11.73185], [-6.12310, -5.10238, 11.05978], [-5.75418, -6.25897, 11.80138], [-4.66527, -5.99702, 12.54363], [-4.09152, -6.67825, 13.35089], [-4.21174, -4.71761, 12.32634], [-5.50167, -2.36447, 10.31820], [-4.14641, -3.41244, 10.05667], [-3.99817, -2.29485, 11.31730], [-5.84182, -3.49610, 12.55143], [-5.83966, -5.32652, 10.09179], [-7.19404, -4.93194, 11.06730], [-7.29893, -16.99511, 13.52744], [-7.62965, -16.59139, 14.91233], [-6.93290, -15.34532, 15.51284], [-7.96208, -14.51793, 16.20691], [-9.19249, -15.07589, 15.81716], [-10.24041, -14.62001, 16.16606], [-8.99232, -16.11720, 14.99520], [-7.43914, -16.20566, 12.76042], [-7.99779, -17.77545, 13.21325], [-6.25689, -17.41933, 13.49565], [-7.59878, -17.50884, 15.46305], [-6.47029, -14.77182, 14.74956], [-6.04636, -15.60056, 16.28146], [-3.01533, -9.27268, 17.32903], [-3.71557, -9.58800, 16.05534], [-3.32245, -10.98427, 15.44697], [-4.60556, -11.54506, 15.09113], [-5.61925, -10.82762, 15.72247], [-6.73116, -11.20815, 15.65900], [-5.18370, -9.65471, 16.13799], [-3.08250, -10.00500, 18.17513], [-3.40589, -8.37749, 17.89429], [-1.95299, -9.34727, 17.21971], [-3.57259, -8.87904, 15.25222], [-2.75102, -11.58004, 16.15352], [-2.74662, -10.92115, 14.48332]]
}